1.
{
  "formula": "C19H22N4O3S2",
  "method": "ωB97M-V/def2-TZVPD",
  "charge": 0,
  "e_homo_ev": -8.57,
  "gap_ev": 8.10,
  "smiles": "CN(C)CCN(Cc1ccccc1)S(=O)(=O)c1ccc(-c2ccc(=O)[nH]n2)s1",
  "de_lowest_kj_mol": 252.2,
  "elements": ["C", "N", "C", "C", "C", "N", "C", "C", "C", "C", "C", "C", "C", "S", "O", "O", "C", "C", "C", "C", "C", "C", "C", "C", "O", "N", "N", "S", "H", "H", "H", "H", "H", "H", "H", "H", "H", "H", "H", "H", "H", "H", "H", "H", "H", "H", "H", "H", "H", "H"],
  "positions_angstrom": [[4.2921, 0.9055, -0.4337], [4.0033, 0.9399, -1.8520], [5.2176, 0.8253, -2.6333], [3.0252, -0.0594, -2.2387], [1.6190, 0.3234, -1.7615], [0.6012, -0.4295, -2.4561], [0.4280, -1.8401, -2.1474], [-0.1878, -2.0604, -0.7911], [0.5851, -2.0205, 0.3637], [-0.0090, -2.1068, 1.6115], [-1.3809, -2.2523, 1.7181], [-2.1547, -2.3317, 0.5722], [-1.5622, -2.2332, -0.6743], [-0.7705, 0.3976, -2.8603], [-1.5839, -0.4541, -3.6738], [-0.3807, 1.6755, -3.3689], [-1.6933, 0.6761, -1.3527], [-3.0411, 0.5184, -1.2262], [-3.4922, 0.7456, 0.0846], [-2.4755, 1.0731, 0.9459], [-2.5166, 1.3161, 2.3669], [-3.7409, 1.3242, 3.1140], [-3.7025, 1.5391, 4.4457], [-2.4379, 1.7615, 5.1283], [-2.2710, 1.9590, 6.3131], [-1.3540, 1.7276, 4.2609], [-1.3717, 1.5177, 2.9606], [-0.9472, 1.1344, 0.1223], [5.0214, 1.6801, -0.2036], [3.3859, 1.1124, 0.1309], [4.7006, -0.0659, -0.1085], [4.9763, 0.9352, -3.6889], [5.7328, -0.1373, -2.4864], [5.8965, 1.6276, -2.3492], [3.2991, -1.0612, -1.8579], [2.9966, -0.1068, -3.3292], [1.4505, 1.3706, -2.0160], [1.5238, 0.2005, -0.6759], [-0.2256, -2.2309, -2.9287], [1.4046, -2.3236, -2.2216], [1.6593, -1.9320, 0.2887], [0.6009, -2.0628, 2.5013], [-1.8451, -2.3158, 2.6913], [-3.2233, -2.4674, 0.6498], [-2.1634, -2.2862, -1.5699], [-3.6649, 0.2339, -2.0529], [-4.5234, 0.6560, 0.3734], [-4.6761, 1.1626, 2.6017], [-4.5928, 1.5573, 5.0549], [-0.4316, 1.8818, 4.6586]],
  "atomic_forces_ev_per_a": [[0.0, 0.1, -0.1], [-0.1, 0.0, 0.0], [-0.1, 0.0, 0.0], [-0.2, 0.1, 0.0], [0.5, 0.4, 0.2], [-0.8, 0.5, -0.5], [-0.2, -0.5, 0.0], [0.1, -0.3, 0.1], [0.0, -0.1, 0.0], [0.1, 0.0, 0.1], [0.0, 0.0, 0.0], [0.0, 0.0, 0.0], [0.1, -0.2, 0.0], [-0.2, 0.3, 0.0], [0.0, -0.3, 0.2], [0.2, 0.1, 0.2], [0.2, 0.0, -0.3], [0.3, 0.0, -0.4], [0.3, 0.2, 0.4], [0.3, -0.1, -1.0], [0.4, 0.2, 0.9], [0.2, 0.1, 0.4], [-0.1, -0.1, -0.2], [0.1, 0.0, -0.2], [-0.1, 0.0, 0.3], [0.0, 0.1, 0.4], [-0.1, -0.2, -0.9], [-0.5, 0.0, 0.2], [0.0, 0.0, 0.1], [0.0, 0.0, 0.1], [0.0, 0.0, 0.0], [0.1, 0.0, -0.1], [0.0, 0.0, 0.0], [0.1, 0.0, 0.0], [0.0, 0.0, -0.1], [0.0, 0.0, 0.0], [0.2, 0.0, 0.1], [0.0, 0.0, -0.1], [0.2, -0.2, 0.1], [-0.1, 0.1, -0.1], [0.2, 0.0, 0.0], [0.1, 0.0, 0.1], [0.0, 0.0, 0.1], [-0.1, 0.0, 0.0], [-0.1, 0.0, -0.1], [-0.1, -0.1, -0.2], [-0.2, 0.0, 0.1], [-0.1, 0.0, 0.0], [0.0, 0.0, 0.0], [-0.3, 0.0, 0.0]]
}

2.
{
  "formula": "C19H22N4O3S2",
  "method": "ωB97M-V/def2-TZVPD",
  "charge": 0,
  "e_homo_ev": -9.04,
  "gap_ev": 8.29,
  "de_lowest_kj_mol": 77.9,
  "elements": ["C", "H", "C", "H", "H", "C", "N", "C", "O", "C", "N", "S", "O", "O", "C", "C", "C", "C", "C", "N", "S", "N", "C", "H", "H", "H", "H", "H", "C", "C", "C", "C", "C", "C", "C", "H", "H", "H", "H", "H", "H", "H", "H", "C", "H", "H", "H", "H", "H", "H"],
  "positions_angstrom": [[-3.4758, 3.5999, 2.0053], [-3.4155, 4.1337, 1.0614], [-2.4267, 2.4979, 2.0776], [-2.5375, 1.8190, 1.2321], [-2.5734, 1.9226, 2.9955], [-0.9945, 3.0453, 2.0814], [-0.0578, 1.9597, 2.3715], [0.1428, 0.9134, 1.5519], [-0.5333, 0.6674, 0.5689], [1.2884, -0.0131, 1.9699], [1.9900, -0.4915, 0.7983], [2.3782, 0.7042, -0.2948], [2.4311, 1.9458, 0.4305], [3.5561, 0.2885, -0.9944], [1.0643, 0.7989, -1.5107], [0.7516, 1.9956, -2.0855], [-0.2738, 2.1016, -3.0482], [-1.0024, 1.0119, -3.4392], [-0.6990, -0.2329, -2.8628], [-1.2883, -1.4087, -3.0907], [-0.5934, -2.5210, -2.1747], [0.4999, -1.5962, -1.4460], [0.3587, -0.3473, -1.8917], [-1.7983, 1.0817, -4.1632], [-0.4869, 3.0714, -3.4717], [1.2997, 2.8703, -1.7727], [1.5139, -1.2481, 0.3150], [2.0221, 0.5575, 2.5493], [0.7656, -1.1868, 2.8209], [-0.1990, -2.0427, 2.0508], [-1.5471, -1.7130, 1.9867], [-2.4231, -2.4774, 1.2378], [-1.9647, -3.5896, 0.5519], [-0.6254, -3.9358, 0.6230], [0.2519, -3.1636, 1.3636], [1.2962, -3.4360, 1.4147], [-0.2627, -4.8079, 0.0988], [-2.6499, -4.1879, -0.0305], [-3.4670, -2.2050, 1.1895], [-1.9123, -0.8501, 2.5239], [1.6250, -1.7823, 3.1329], [0.2808, -0.7721, 3.7074], [0.6725, 2.1662, 3.0335], [-0.6204, 3.7307, 0.7685], [-1.1370, 4.6813, 0.6727], [0.4533, 3.9037, 0.7413], [-0.8831, 3.0896, -0.0686], [-0.8924, 3.7597, 2.9064], [-3.3407, 4.3130, 2.8163], [-4.4715, 3.1715, 2.0892]],
  "atomic_forces_ev_per_a": [[0.1, -0.2, 0.0], [0.0, 0.1, -0.1], [0.0, 0.3, 0.1], [0.0, 0.0, 0.0], [0.0, -0.1, 0.0], [-0.3, -0.2, -0.2], [0.1, 0.2, 0.4], [0.0, 0.0, 0.5], [-0.2, 0.0, 0.1], [0.0, 0.4, 0.4], [0.1, 0.5, -0.6], [0.8, -0.2, -0.3], [-0.3, 0.0, 0.0], [-0.3, -0.2, -0.1], [0.6, 0.5, 0.4], [0.5, -0.4, 0.5], [-0.5, -0.3, -0.4], [0.0, 0.6, -0.1], [0.6, -0.6, 0.7], [-0.5, -0.3, -0.4], [0.2, 1.2, -0.3], [0.3, -0.3, 0.2], [-0.8, -0.8, -0.7], [-0.1, 0.1, -0.1], [0.0, 0.1, 0.0], [0.0, 0.2, 0.0], [0.0, -0.2, -0.1], [-0.2, -0.1, 0.1], [0.1, 0.1, -0.3], [0.0, -0.2, 0.1], [0.0, -0.1, 0.0], [-0.1, 0.0, 0.0], [0.0, -0.1, 0.1], [-0.1, -0.1, 0.1], [-0.1, 0.0, 0.1], [0.1, 0.0, 0.0], [0.0, -0.1, 0.0], [-0.1, -0.1, 0.0], [-0.1, 0.0, 0.0], [0.0, 0.1, 0.0], [0.0, 0.0, 0.1], [0.1, 0.0, 0.0], [0.0, -0.1, -0.1], [0.0, 0.0, 0.2], [-0.1, 0.1, -0.1], [0.1, 0.1, 0.0], [0.0, 0.0, -0.1], [0.0, -0.1, -0.1], [0.0, 0.1, 0.1], [-0.1, 0.0, 0.0]]
}

3.
{
  "formula": "C19H22N4O4S2",
  "method": "ωB97M-V/def2-TZVPD",
  "charge": 0,
  "e_homo_ev": -8.68,
  "gap_ev": 8.60,
  "smiles": "CCCCN(CC)S(=O)(=O)c1ccc(C(=O)Nc2nnc(-c3cccs3)o2)cc1",
  "de_lowest_kj_mol": 262.6,
  "elements": ["C", "C", "C", "C", "N", "C", "C", "S", "O", "O", "C", "C", "C", "C", "C", "O", "N", "C", "N", "N", "C", "C", "C", "C", "C", "S", "O", "C", "C", "H", "H", "H", "H", "H", "H", "H", "H", "H", "H", "H", "H", "H", "H", "H", "H", "H", "H", "H", "H", "H", "H"],
  "positions_angstrom": [[-4.2069, -0.3560, -2.5053], [-2.9586, -1.2030, -2.2837], [-3.2352, -2.4631, -1.4652], [-3.6668, -2.1611, -0.0278], [-2.7152, -1.3410, 0.6851], [-1.5424, -1.9634, 1.2618], [-0.2786, -1.7209, 0.4407], [-3.2787, -0.0085, 1.5033], [-3.2164, -0.2019, 2.9267], [-4.5346, 0.3737, 0.9243], [-2.0375, 1.2098, 1.0617], [-1.0302, 1.5088, 1.9596], [-0.0228, 2.3782, 1.5868], [-0.0363, 2.9435, 0.3146], [1.0447, 3.8735, -0.1010], [0.8874, 5.0176, -0.4426], [2.3277, 3.3440, -0.0537], [2.6848, 2.0367, 0.0589], [1.9381, 0.9794, 0.1174], [2.7698, -0.0753, 0.2124], [3.9841, 0.3787, 0.2035], [5.1913, -0.3717, 0.2851], [6.4804, 0.0999, 0.2779], [7.4272, -0.9327, 0.3775], [6.8490, -2.1634, 0.4585], [5.1353, -2.0955, 0.4149], [4.0054, 1.7435, 0.1035], [-1.0855, 2.6797, -0.5590], [-2.0873, 1.8010, -0.1847], [-3.9766, 0.4954, -3.1431], [-4.5986, 0.0150, -1.5615], [-4.9829, -0.9432, -2.9924], [-2.5515, -1.5016, -3.2535], [-2.1988, -0.6124, -1.7685], [-4.0310, -3.0423, -1.9386], [-2.3370, -3.0834, -1.4467], [-4.6046, -1.6063, -0.0296], [-3.8309, -3.1059, 0.5093], [-1.7203, -3.0401, 1.3607], [-1.4177, -1.5512, 2.2665], [0.5705, -2.1940, 0.9264], [-0.0632, -0.6606, 0.3488], [-0.3810, -2.1393, -0.5560], [-1.0535, 1.0551, 2.9375], [0.7680, 2.6222, 2.2796], [3.0813, 3.9918, -0.2573], [6.7234, 1.1444, 0.2041], [8.4894, -0.7696, 0.3889], [7.3370, -3.1141, 0.5421], [-1.1015, 3.1535, -1.5286], [-2.9127, 1.5761, -0.8393]],
  "atomic_forces_ev_per_a": [[0.2, -0.1, 0.0], [-0.2, -0.2, 0.0], [0.2, 0.3, 0.2], [-0.5, -0.2, -0.4], [-0.5, 0.9, 0.5], [0.8, 0.0, 0.1], [-0.2, -0.1, 0.2], [0.2, -0.1, -0.1], [0.3, 0.0, -0.1], [0.1, 0.0, -0.2], [-0.3, -0.3, 0.2], [0.0, 0.0, 0.2], [-0.2, 0.2, -0.2], [-0.6, 0.0, 0.2], [0.0, -0.1, 0.0], [-0.1, 0.1, -0.1], [0.8, 0.5, 0.0], [-0.2, -1.1, 0.0], [-0.6, 1.3, -0.3], [1.5, -0.9, 0.1], [-1.1, -0.1, 0.0], [0.8, -0.3, 0.0], [-0.6, 0.0, 0.0], [0.1, -0.4, 0.0], [-0.3, 0.1, 0.0], [0.3, 0.4, 0.0], [-0.1, 0.1, 0.0], [0.2, 0.0, 0.1], [0.0, 0.0, -0.1], [-0.1, 0.1, 0.0], [-0.1, 0.1, 0.0], [-0.1, 0.0, -0.1], [0.1, 0.0, 0.0], [0.1, 0.0, -0.1], [0.0, -0.1, 0.0], [0.0, -0.1, 0.0], [-0.1, -0.2, -0.1], [0.0, 0.1, 0.0], [-0.1, 0.1, 0.1], [0.1, -0.3, 0.0], [0.2, 0.0, 0.0], [0.0, 0.1, 0.0], [0.0, -0.1, -0.2], [0.1, 0.0, 0.1], [0.1, 0.0, 0.1], [-0.2, 0.0, 0.0], [0.0, 0.2, 0.0], [0.2, 0.0, 0.0], [0.1, -0.2, 0.0], [0.0, 0.0, -0.1], [-0.1, 0.0, -0.2]]
}

4.
{
  "formula": "C19H22N5PdS",
  "method": "ωB97M-V/def2-TZVPD",
  "charge": 1,
  "e_homo_ev": -11.11,
  "gap_ev": 7.78,
  "de_lowest_kj_mol": 101.2,
  "elements": ["Pd", "N", "C", "C", "C", "C", "C", "C", "C", "C", "C", "C", "C", "C", "H", "H", "H", "H", "H", "H", "H", "H", "H", "H", "N", "C", "S", "N", "C", "C", "C", "C", "C", "C", "H", "H", "H", "H", "H", "H", "H", "H", "N", "N", "H", "H", "H", "H"],
  "positions_angstrom": [[-2.1825, -0.1406, -0.3141], [-0.5639, -1.4850, -0.7728], [0.5491, -1.2083, 0.0883], [1.7798, -0.8672, -0.4381], [2.8089, -0.4877, 0.4145], [2.5948, -0.4732, 1.7833], [1.3575, -0.8405, 2.2999], [0.3093, -1.2131, 1.4644], [-1.0406, -1.5364, 2.0000], [-1.1478, -2.1675, 3.2420], [-2.3730, -2.3626, 3.8532], [-3.5276, -1.9049, 3.2391], [-3.4516, -1.3038, 1.9901], [-2.2258, -1.1438, 1.3545], [-0.2942, -1.4738, -1.7500], [-0.9786, -2.3912, -0.5692], [1.9400, -0.8896, -1.5089], [3.7709, -0.2093, 0.0039], [3.3898, -0.1764, 2.4539], [1.1926, -0.8067, 3.3689], [-0.2460, -2.5129, 3.7317], [-2.4248, -2.8581, 4.8130], [-4.4873, -2.0140, 3.7267], [-4.3539, -0.9220, 1.5295], [0.2069, 2.1418, 0.1801], [-0.3198, 2.1727, -1.0415], [-2.0221, 2.1695, -1.2904], [0.4890, 2.2121, -2.1066], [1.9161, 2.2369, -2.1210], [2.5790, 1.4025, -3.0129], [3.9633, 1.4078, -3.0626], [4.6878, 2.2375, -2.2172], [4.0206, 3.0836, -1.3447], [2.6332, 3.0996, -1.3024], [-0.4246, 2.0752, 0.9602], [1.1898, 1.9626, 0.3307], [0.0090, 2.1929, -2.9937], [2.0088, 0.7546, -3.6684], [4.4766, 0.7621, -3.7623], [5.7686, 2.2379, -2.2530], [4.5783, 3.7555, -0.7064], [2.1175, 3.7996, -0.6580], [-4.5427, -2.1313, -1.0082], [-4.3716, -0.7071, -1.0136], [-5.4944, -2.3787, -1.2608], [-4.3715, -2.4642, -0.0676], [-5.1583, -0.2118, -0.5980], [-4.3346, -0.4225, -1.9861]],
  "atomic_forces_ev_per_a": [[-0.4, 0.0, 0.0], [0.0, 0.0, 0.1], [-0.1, 0.0, 0.1], [0.0, 0.0, 0.0], [0.0, 0.0, 0.0], [0.0, 0.0, 0.0], [0.0, 0.0, 0.0], [0.0, 0.0, -0.1], [0.0, 0.1, -0.1], [0.0, 0.0, 0.0], [0.0, 0.0, 0.0], [0.0, 0.0, 0.0], [0.1, 0.0, -0.1], [0.0, -0.1, 0.1], [0.0, 0.0, 0.0], [0.0, 0.0, 0.0], [0.0, 0.0, 0.0], [0.0, 0.0, 0.0], [0.0, 0.0, 0.0], [0.0, 0.0, 0.0], [0.0, 0.0, 0.0], [0.0, 0.0, 0.0], [0.0, 0.0, 0.0], [0.0, 0.0, 0.0], [0.0, 0.0, 0.0], [0.1, 0.0, -0.1], [0.1, -0.2, 0.0], [0.0, 0.0, 0.0], [0.1, 0.0, 0.0], [0.0, 0.0, 0.0], [0.0, 0.0, 0.0], [0.0, 0.0, 0.0], [0.0, 0.0, 0.0], [0.0, 0.0, 0.0], [0.0, 0.0, 0.0], [0.0, 0.0, 0.0], [0.0, 0.0, 0.0], [0.0, 0.0, 0.0], [0.0, 0.0, 0.0], [0.0, 0.0, 0.0], [0.0, 0.0, 0.0], [0.0, 0.0, 0.0], [0.0, 0.0, 0.0], [0.0, 0.1, 0.0], [0.0, 0.0, 0.0], [0.1, 0.0, 0.0], [0.0, -0.1, 0.0], [0.1, 0.0, 0.0]]
}